{"formula": "C27H57ClO25P3", "method": "wB97M-V/def2-TZVPD", "homo_ev": -6.15, "charge": -1, "e_above_lowest_kcal_mol": 100.44, "symbols": ["Cl", "P", "P", "P", "O", "O", "O", "O", "O", "O", "O", "O", "O", "O", "O", "O", "O", "O", "O", "O", "O", "O", "O", "O", "O", "O", "O", "O", "O", "C", "C", "C", "C", "C", "C", "C", "C", "C", "C", "C", "C", "C", "C", "C", "C", "C", "C", "C", "C", "C", "C", "C", "C", "C", "C", "C", "H", "H", "H", "H", "H", "H", "H", "H", "H", "H", "H", "H", "H", "H", "H", "H", "H", "H", "H", "H", "H", "H", "H", "H", "H", "H", "H", "H", "H", "H", "H", "H", "H", "H", "H", "H", "H", "H", "H", "H", "H", "H", "H", "H", "H", "H", "H", "H", "H", "H", "H", "H", "H", "H", "H", "H", "H"], "positions_angstrom": [[3.465077, 1.088639, -1.168965], [-0.024663, -7.474211, -2.847155], [-7.836313, -0.809501, 0.093375], [2.438077, 8.950949, 3.971125], [-8.738403, -0.079081, -0.854105], [0.760987, -8.168641, -1.546235], [4.007137, 8.442789, 3.810015], [-7.717293, -2.441111, -0.157445], [1.850227, 7.746029, 4.912535], [0.348917, -5.873601, -2.769965], [3.163047, 7.529599, -5.500385], [1.168387, 0.101149, 5.767815], [10.266157, -4.170451, -6.766115], [4.321017, 1.868019, -0.349705], [3.936167, 1.003579, -2.530485], [-6.296903, -0.275221, 0.087125], [-8.306263, -0.708861, 1.656655], [8.205047, -4.856781, -5.861655], [9.498527, -3.404371, -4.836905], [3.225427, -0.499731, 6.413175], [3.455137, -0.256261, -0.711255], [0.221967, -8.087611, -4.180245], [2.167017, 1.672459, -1.259205], [2.374157, 10.381699, 4.453635], [1.874547, 6.571289, -6.980615], [1.720937, 8.647429, 2.548495], [-1.600023, -7.595261, -2.376115], [1.971737, 8.890029, -6.895975], [1.429297, -1.600171, 7.294145], [-8.440713, -3.066331, -1.249615], [-2.232693, -8.870951, -2.361735], [2.383377, 7.786729, -6.520375], [-9.366743, -2.559261, 2.751595], [5.730947, 6.820839, 3.864115], [-0.422113, -4.978091, -3.523385], [-9.570883, -1.283751, 2.032875], [1.886157, -0.725441, 6.528265], [-7.451303, -3.378651, -2.371255], [-3.734123, -8.838391, -2.225645], [9.388577, -4.105351, -5.945705], [3.391977, 0.560579, 5.396325], [2.307257, 7.687159, 6.239535], [4.288287, 7.176499, 3.380885], [-0.048263, 7.137719, 1.918655], [0.321247, 8.453889, 2.531435], [7.529697, -4.564811, -4.657775], [-4.164603, -1.513441, 0.536315], [1.192477, 7.256259, 7.143685], [1.118287, -6.197171, -0.021335], [1.952487, 1.045609, 5.053115], [8.225867, -3.269401, -4.182385], [0.077257, -4.863341, -4.939505], [0.565627, -7.608711, -0.264855], [3.211887, 6.194959, -5.138365], [-5.292323, -0.600501, 1.011715], [2.452957, 5.499849, -6.260375], [1.200627, -5.854341, 1.010065], [-3.429983, -1.584971, 1.338375], [-6.722653, -4.155721, -2.140305], [0.310527, 7.756879, 6.744125], [6.084337, 5.860559, 3.488525], [0.428107, -5.487471, -0.477485], [-6.980763, -2.427421, -2.619945], [3.963777, 1.437859, 5.698835], [0.028957, 6.258559, 2.558355], [-0.503123, -7.578501, -0.052835], [4.180187, 7.054029, 2.303195], [2.145027, -6.045231, -0.354265], [-4.140863, -8.328091, -1.352575], [-1.840233, -9.548101, -1.603075], [2.698857, 8.617519, 6.650855], [-3.837513, -1.090821, -0.413695], [-2.024453, -9.403071, -3.289945], [4.231697, 5.815589, -5.073725], [-4.273923, -8.390621, -3.060045], [5.812187, 6.811199, 4.951045], [0.462467, 7.004739, 0.964945], [-0.222593, -3.990871, -3.106615], [-1.469053, -5.279251, -3.487045], [1.732377, 4.790229, -5.853825], [1.062097, 6.177749, 7.232665], [3.790867, 0.143919, 4.471455], [3.124497, 4.961669, -6.929335], [8.365577, -3.278331, -3.101415], [-0.091223, 8.502449, 3.539215], [1.353007, 7.544279, 8.182615], [3.530947, 6.475019, 3.730835], [2.785497, 6.161789, -4.135775], [1.757657, 2.030319, 5.477965], [-4.140433, -9.849411, -2.196215], [-9.561063, -3.375401, 2.055715], [0.917457, -8.374281, 0.426675], [-5.775763, -0.956091, 1.921625], [-8.399223, -2.718301, 3.227735], [-8.761523, -4.056561, -0.926155], [6.517947, -4.234291, -4.892785], [-0.143373, 9.261239, 1.965385], [0.154237, -5.799871, -5.491845], [-4.518833, -2.521351, 0.320135], [-10.349383, -1.294031, 1.270025], [-4.948623, 0.402909, 1.262985], [1.145497, -4.656881, -5.005385], [-1.047143, 7.207209, 1.487955], [6.485487, 7.465159, 3.412865], [7.558157, -5.415521, -3.976915], [-9.341973, -2.536231, -1.557565], [7.746667, -2.371411, -4.572375], [-0.537013, -4.185871, -5.532635], [3.127817, 6.992529, 6.419215], [1.677907, 0.997249, 3.999375], [-10.048103, -2.629021, 3.599525], [-7.961643, -3.627771, -3.301625], [-9.959713, -0.474841, 2.651405]], "forces_ev_per_angstrom": [[0.2, -0.8, -2.8], [0.1, -0.4, 0.3], [-0.1, 0.1, -0.4], [1.4, 1.1, 0.1], [1.5, -1.3, 1.3], [-0.5, 1.4, -3.0], [-2.6, 3.1, 0.4], [-0.8, 1.6, 0.1], [0.2, 1.3, -1.3], [-0.2, -3.3, 1.1], [1.5, 2.4, 0.1], [-1.0, -0.6, 0.3], [-1.7, -0.2, 0.4], [0.8, 1.0, 0.9], [1.0, 0.7, -0.6], [-3.0, -0.9, -1.3], [1.1, -0.2, -2.3], [1.4, 0.4, -1.4], [0.2, 1.4, 1.0], [-0.6, 1.6, -1.2], [-0.7, -1.3, 1.5], [-0.1, 0.4, 1.9], [-1.3, 0.4, 1.0], [-0.1, -3.3, -0.7], [-0.1, 1.3, -0.3], [1.7, 0.1, 1.7], [1.1, 0.8, 0.0], [1.8, -3.3, 0.8], [1.3, 3.0, -2.8], [0.8, -1.4, -0.2], [-0.2, -1.2, -0.7], [-3.2, 1.3, -1.1], [-0.5, -1.3, 0.5], [-0.5, -0.3, -0.8], [0.0, 1.0, -1.2], [0.0, 2.1, 0.8], [-0.5, -2.7, 2.7], [-0.5, 1.3, -0.6], [-1.0, 0.6, 0.0], [0.4, -1.6, -0.1], [-0.8, 0.0, -0.9], [0.8, -0.3, 2.1], [1.3, -2.6, -0.4], [-0.4, -0.1, -1.3], [-1.3, -0.1, 0.2], [-0.5, 1.6, -0.1], [-1.3, 0.3, -0.4], [-0.7, -0.1, 0.3], [0.1, 0.2, 0.0], [0.7, -0.5, 0.9], [0.4, -1.3, 0.0], [0.6, -1.0, -1.2], [-0.6, 0.3, 1.7], [0.2, -1.2, 0.6], [0.3, 0.4, 1.7], [0.4, -0.5, 0.3], [-0.5, -0.8, 0.4], [0.3, 0.2, -0.4], [-0.1, 0.2, 0.2], [-0.4, -0.3, 0.4], [-0.6, -0.4, 0.1], [0.5, 0.1, -0.2], [0.6, -0.1, 0.0], [0.3, -0.6, 0.6], [0.2, 0.2, -0.1], [-0.3, 0.1, -0.1], [0.4, 0.4, -0.3], [-0.2, -0.2, -0.6], [0.4, 0.0, 0.3], [0.4, 0.4, 0.5], [-0.2, 0.5, -0.7], [0.7, -0.1, 0.2], [0.2, 0.2, -0.3], [0.1, 0.3, 0.0], [0.4, 0.2, -0.3], [0.0, 0.2, -0.1], [0.8, -0.3, 0.3], [-0.6, -0.1, 0.5], [-0.1, 0.4, 0.1], [-0.3, 0.3, -0.3], [-0.2, -0.1, -0.6], [0.5, -0.3, 0.4], [0.0, 0.0, 0.0], [0.1, 0.4, -0.2], [0.0, 0.1, 0.1], [0.1, 0.5, -0.1], [0.2, -0.3, 0.6], [-0.3, -0.5, -0.1], [-0.1, 0.0, -0.2], [0.4, -0.2, 0.1], [0.1, -0.3, 0.3], [0.5, 0.2, 0.0], [0.1, -0.3, 0.1], [0.2, 0.4, -0.5], [-0.2, 0.2, 0.7], [-0.2, -0.8, 0.0], [0.2, 0.1, -0.1], [-1.0, -0.5, 0.2], [-0.2, 0.0, 0.1], [0.6, -0.4, -0.7], [0.7, -0.2, 0.2], [0.0, 1.1, 0.5], [-0.5, 0.0, 0.7], [-0.3, 0.6, 0.3], [0.1, 0.1, 0.0], [0.4, 0.5, 0.0], [-0.1, 0.0, 0.3], [0.2, 0.2, 0.1], [0.3, -0.3, -0.9], [0.2, 0.1, 0.1], [-0.4, -0.1, -0.2], [-0.2, -0.4, 0.1], [-0.1, -0.3, 0.6]], "mulliken_charge": [1.62, 0.90, 0.93, 0.84, -0.76, -0.36, -0.34, -0.20, -0.17, -0.20, -0.33, -0.33, -0.53, -0.63, -0.69, -0.35, -0.34, -0.34, -0.33, -0.32, -0.64, -0.74, -0.65, -0.75, -0.34, -0.29, -0.27, -0.56, -0.59, -0.31, -0.16, 0.71, -1.03, -1.26, -0.14, -0.34, 0.69, -1.09, -1.31, 0.69, -0.26, -0.18, -0.08, -1.22, -0.11, -0.26, -1.05, -1.22, -1.00, -0.19, -0.32, -1.23, -0.20, -0.24, -0.22, -0.23, 0.39, 0.36, 0.27, 0.31, 0.40, 0.21, 0.29, 0.28, 0.27, 0.20, 0.32, 0.27, 0.34, 0.28, 0.41, 0.30, 0.32, 0.24, 0.32, 0.28, 0.31, 0.31, 0.28, 0.26, 0.27, 0.28, 0.25, 0.27, 0.23, 0.37, 0.29, 0.25, 0.16, 0.38, 0.25, 0.40, 0.31, 0.28, 0.24, 0.25, 0.40, 0.33, 0.25, 0.33, 0.33, 0.32, 0.40, 0.31, 0.29, 0.43, 0.28, 0.37, 0.19, 0.28, 0.37, 0.38, 0.39]}

{"formula": "C27H57N4O5", "method": "wB97M-V/def2-TZVPD", "homo_ev": -10.79, "charge": 1, "symbols": ["O", "O", "O", "O", "O", "N", "N", "N", "N", "C", "C", "C", "C", "C", "C", "C", "C", "C", "C", "C", "C", "C", "C", "C", "C", "C", "C", "C", "C", "C", "C", "C", "C", "C", "C", "C", "H", "H", "H", "H", "H", "H", "H", "H", "H", "H", "H", "H", "H", "H", "H", "H", "H", "H", "H", "H", "H", "H", "H", "H", "H", "H", "H", "H", "H", "H", "H", "H", "H", "H", "H", "H", "H", "H", "H", "H", "H", "H", "H", "H", "H", "H", "H", "H", "H", "H", "H", "H", "H", "H", "H", "H", "H"], "positions_angstrom": [[2.039745, -2.016726, -5.856619], [-0.587063, -1.136065, -2.289031], [-2.668403, 5.696623, 1.749957], [4.045001, -6.076252, -8.184403], [-1.872766, 1.904869, 8.443388], [-1.522542, -2.092685, 3.506773], [-0.731100, -1.260240, 2.731460], [-2.148362, -0.556291, 0.835784], [-2.181823, 1.005655, 2.844813], [0.424583, -1.889607, -1.606483], [-1.829891, 1.351855, 9.766060], [-1.329231, 7.588116, 1.266903], [4.088101, -1.423289, -6.884500], [3.720965, -2.818961, -7.318141], [-1.682845, -0.255226, 2.122358], [-0.010289, 0.756544, 4.312663], [-1.071554, -1.916680, -3.390459], [2.701187, -6.576758, -8.156434], [0.358937, -3.301865, -2.145795], [4.515523, -6.109214, -9.538934], [2.766855, -0.893038, -6.372241], [0.392646, -0.615767, 3.511146], [-1.775909, 3.332436, 8.542905], [-2.549736, 5.816232, 0.325620], [-2.088029, 6.860389, 2.354976], [-1.230261, 3.188289, 4.011248], [-0.116902, -3.078499, -3.558034], [-2.826091, 3.392203, 4.443442], [-0.639044, 0.530093, 5.809821], [3.519378, -6.929073, -10.329371], [2.703470, -3.218469, -6.271844], [-1.967910, 3.684358, 10.001861], [2.232919, -6.657872, -9.593022], [-1.408783, 2.469108, 10.695604], [-0.933203, 1.725480, 3.331122], [-2.129646, 7.241206, 0.038195], [0.960150, -1.380560, 4.231295], [-3.292728, 2.394964, 4.898368], [4.511439, -0.811369, -7.685011], [-0.735549, -0.604298, 6.134427], [-1.777078, 2.336751, 11.716073], [-0.780129, 3.624795, 8.192221], [-1.138354, 0.504667, 9.788649], [-2.942014, 4.239020, 5.253683], [1.466997, -7.421646, -9.749639], [1.314801, -3.827917, -2.081694], [2.891709, -0.142651, -5.586734], [-1.445020, 6.561492, 3.187377], [3.188378, -3.653622, -5.391576], [4.572424, -3.502362, -7.368098], [2.075338, -5.917418, -7.548119], [-0.588454, -3.956317, -4.006981], [2.723037, -7.566890, -7.688966], [-1.568953, 7.340811, -0.894659], [-1.393571, -3.104025, 3.278361], [-0.314839, 2.533064, 10.731301], [1.009239, 1.357540, 4.469712], [-3.136576, -0.902531, 0.706211], [-3.037040, 3.780418, 10.225632], [0.251981, -1.844553, -0.527298], [-1.580409, -0.421636, -0.035382], [4.815614, -1.468457, -6.065340], [0.117231, 1.010711, 6.598475], [1.391928, -1.425127, -1.825261], [-1.247842, 8.662588, 1.449564], [-3.397874, 3.623497, 3.434958], [-0.316538, 7.177064, 1.178437], [-2.905181, 7.475246, 2.747718], [1.218198, -0.299035, 2.709348], [-1.444421, -1.896490, 4.528616], [-3.014028, 7.886386, -0.022556], [4.557169, -5.076912, -9.903151], [3.486396, -6.655881, -11.387085], [-2.761720, 0.686915, 3.652164], [2.174166, -0.455306, -7.182885], [-0.273693, 1.920876, 2.358880], [-1.473917, 4.617608, 10.283808], [-2.524419, 3.798817, 7.896444], [1.967796, -3.932280, -6.653574], [-1.134117, -1.292116, -4.285833], [-0.948426, 4.049271, 3.233953], [-0.388639, -3.879762, -1.589698], [5.524019, -6.530795, -9.568866], [-2.078611, -2.264524, -3.135760], [-1.788685, 5.102602, -0.007392], [3.770873, -7.993919, -10.257328], [-1.662173, 1.119038, 5.986764], [0.727159, -2.780387, -4.191302], [-2.834300, 0.989543, 10.009491], [1.822539, -5.690989, -9.907354], [3.247755, -2.787652, -8.306661], [-0.567176, 3.416278, 4.967709], [-3.501790, 5.556587, -0.146227]], "forces_ev_per_angstrom": [[0.2, 0.1, -0.1], [0.0, -0.1, 0.4], [0.2, 0.1, -0.1], [-0.2, -0.1, -0.2], [0.0, 0.2, 0.2], [-1.1, -1.1, 0.6], [1.6, 2.9, -0.3], [-0.3, 0.1, 1.9], [1.0, -2.8, -0.7], [0.3, 0.3, 0.0], [-0.3, -0.4, 0.0], [0.6, 0.2, 0.2], [0.5, 0.3, 0.2], [0.1, -0.4, -0.5], [-1.0, -0.1, 0.2], [0.6, 0.5, 0.1], [-0.5, 0.1, -0.3], [0.1, -0.1, 0.4], [-0.1, -0.5, 0.5], [0.3, 0.3, 0.1], [-0.3, 0.3, 0.0], [2.1, 1.4, -0.1], [0.2, 0.0, -0.4], [-0.1, -0.4, -0.1], [-0.3, 0.0, 0.3], [-0.7, 1.1, 0.2], [0.4, 0.0, -0.6], [0.2, -0.6, -0.7], [0.2, 0.7, 0.8], [0.3, -0.5, -0.4], [-0.1, -0.3, 0.3], [-0.5, 0.5, 0.1], [-0.6, 0.3, -0.1], [0.5, -0.2, 0.4], [2.4, 0.0, 0.3], [-0.4, 0.3, -0.5], [-1.7, 1.4, -1.7], [1.1, 2.1, -0.8], [-0.1, 0.0, 0.1], [0.0, 2.3, -0.8], [0.1, 0.0, -0.1], [0.0, 0.1, 0.0], [-0.1, 0.1, -0.1], [0.2, -1.7, -1.9], [0.1, 0.1, 0.0], [-0.1, 0.1, 0.0], [-0.1, -0.1, 0.0], [-0.1, -0.1, 0.0], [0.0, -0.1, -0.1], [-0.2, 0.0, 0.0], [0.1, -0.1, 0.0], [0.0, 0.1, 0.1], [-0.1, 0.0, 0.0], [-0.1, 0.0, 0.1], [0.0, 1.4, 0.2], [-0.1, 0.0, 0.1], [-2.2, -1.4, -0.5], [1.2, 1.7, 0.2], [0.1, 0.0, 0.0], [0.0, 0.0, 0.0], [-0.1, -1.2, 1.1], [0.0, 0.1, -0.1], [-1.8, -1.1, -1.7], [0.0, -0.1, 0.1], [0.0, -0.2, 0.0], [1.0, -0.2, 2.4], [-0.1, 0.1, 0.0], [0.1, 0.0, 0.1], [-1.8, -0.7, 1.6], [-0.2, -0.1, -1.3], [0.1, -0.1, -0.1], [0.1, 0.0, -0.1], [0.0, 0.0, 0.1], [0.6, 0.3, -0.5], [0.1, 0.1, 0.0], [-1.4, -0.4, 2.0], [-0.1, -0.1, -0.1], [0.0, -0.1, 0.0], [0.0, 0.2, 0.1], [0.0, 0.0, 0.2], [-0.8, -2.0, 1.6], [0.1, 0.0, 0.0], [-0.1, 0.1, 0.1], [0.0, 0.0, -0.1], [0.0, 0.0, -0.1], [0.0, 0.1, -0.1], [2.2, -1.5, -0.4], [-0.2, 0.0, 0.1], [0.1, 0.0, 0.1], [0.0, -0.1, 0.0], [0.1, -0.1, 0.1], [-1.2, -1.0, -2.0], [0.1, 0.0, 0.1]], "mulliken_charge": [-0.42, -0.44, -0.31, -0.39, -0.34, -0.57, 0.38, -0.16, -0.21, -0.11, -0.47, -0.57, -0.69, -0.21, -0.02, 0.47, -0.52, -0.15, -0.79, -0.40, -0.49, -1.05, -0.25, -0.44, -0.33, -0.36, 0.05, -0.94, -0.92, -0.54, -0.33, -0.58, -0.57, -0.56, -0.27, -0.54, 0.31, 0.33, 0.35, 0.34, 0.34, 0.25, 0.26, 0.25, 0.35, 0.38, 0.30, 0.24, 0.26, 0.26, 0.06, 0.47, 0.29, 0.33, 0.25, 0.26, 0.45, 0.28, 0.27, 0.12, 0.19, 0.29, 0.22, 0.26, 0.35, 0.24, 0.26, 0.27, 0.30, 0.24, 0.26, 0.24, 0.33, 0.41, 0.28, 0.38, 0.36, 0.16, 0.11, 0.27, 0.18, 0.30, 0.31, 0.27, 0.25, 0.26, 0.05, -0.25, 0.28, 0.28, 0.21, 0.23, 0.27]}

Kohn-Sham gap
In order: 7.740 5.314
Unit: eV
Largest force on an atom
In order: 4.30 3.35
Unit: eV/Å
Energy
In order: -120499.9762 -45106.8576
Unit: eV